A 3-piece molecular cluster, C3H11NO3 overall. Source: the Open Molecules 2025 dataset; level of theory: ωB97M-V/def2-TZVPD.

- Maximum force: 1.0 eV/A
- SMILES string: CNC(C)=O.O.O
- HOMO-LUMO gap: 10.10 eV
- Electronic energy: -10922.1071 eV
- Total charge: 0
- HOMO: -9.678 eV
- Energy relative to the best compared isomer or geometry (same formula, charge and spin): 86.7 kJ/mol

Each line ends with the Mulliken charge.
CARTESIAN COORDINATES (ANGSTROEM)
C  -0.231779  -0.565320  -0.637218  -0.749
N  -1.612689  -0.138960  -0.676908  -0.157
C  -2.115980  0.981315  -0.098447  0.671
C  -1.222028  1.872972  0.740412  -1.058
O  -3.303792  1.247622  -0.184514  -0.640
H  0.104024  -0.866446  -1.628152  0.321
H  -0.027676  -1.337822  0.098330  0.259
H  0.388373  0.282717  -0.367182  0.217
H  -2.291671  -0.671263  -1.197654  0.243
H  -1.811389  2.767958  0.831207  0.319
H  -1.026738  1.376192  1.677894  0.220
H  -0.265105  2.110440  0.282488  0.370
O  4.067158  -3.949148  -3.902948  -0.638
H  3.954253  -3.008767  -4.094334  0.319
H  3.892696  -4.031919  -2.955838  0.319
O  0.854097  1.190542  3.918980  -0.649
H  0.593266  2.082977  4.168892  0.321
H  0.054988  0.656913  4.024996  0.314

Force components x, y, z for each atom (eV/Å):
C 0.135 0.461 -0.161
N 0.287 0.060 0.023
C -0.398 -0.029 0.238
C -0.013 -0.324 -0.894
O -0.006 -0.063 -0.190
H -0.058 -0.251 0.023
H -0.124 -0.303 -0.007
H 0.067 0.065 0.044
H 0.038 -0.039 0.041
H 0.011 0.372 0.488
H 0.036 0.064 0.450
H 0.043 -0.004 -0.058
O -0.087 0.205 0.197
H 0.036 -0.227 0.047
H 0.054 0.022 -0.243
O -0.221 -0.118 -0.041
H -0.002 -0.043 0.007
H 0.204 0.150 0.037



A 3-piece molecular cluster, C3H11NO3 overall. Source: the Open Molecules 2025 dataset; level of theory: ωB97M-V/def2-TZVPD.

- Maximum force: 0.8 eV/A
- SMILES string: NCCC=O.O.O
- HOMO-LUMO gap: 10.17 eV
- Electronic energy: -10921.4757 eV
- Total charge: 0
- HOMO: -9.436 eV
- Energy relative to the best compared isomer or geometry (same formula, charge and spin): 147.6 kJ/mol

Each line ends with the Mulliken charge.
CARTESIAN COORDINATES (ANGSTROEM)
N  -0.291560  1.077217  -2.130121  -0.523
C  1.060333  0.748544  -1.705645  -0.402
C  1.077673  -0.532093  -0.852270  -0.405
C  -0.057746  -1.445563  -1.185970  0.042
O  -0.811701  -1.883603  -0.346291  -0.520
H  -0.445407  2.006185  -2.496297  0.203
H  -1.038977  0.832094  -1.488644  0.180
H  1.643389  0.566130  -2.611902  0.254
H  1.524241  1.580273  -1.187105  0.300
H  1.084396  -0.293800  0.208602  0.090
H  2.030770  -1.028720  -1.033914  0.368
H  -0.275643  -1.696287  -2.230398  0.405
O  -1.284672  -0.161845  1.791820  -0.683
H  -1.899924  -0.520317  2.449623  0.304
H  -0.801527  -0.920238  1.426319  0.360
O  0.439938  1.510361  3.374984  -0.652
H  0.985271  1.932899  2.703454  0.297
H  0.054550  0.759303  2.889376  0.382

Force components x, y, z for each atom (eV/Å):
N -0.737 -0.349 -0.156
C -0.388 -0.017 -0.574
C 0.514 0.592 -0.107
C -0.527 -0.192 0.342
O 0.249 -0.124 0.090
H 0.246 -0.092 0.161
H 0.340 0.269 0.123
H 0.081 0.053 0.029
H 0.331 0.015 0.356
H -0.353 -0.055 0.121
H 0.007 -0.259 -0.108
H 0.388 0.063 -0.278
O 0.129 -0.073 0.460
H 0.238 0.076 -0.302
H -0.472 -0.068 -0.182
O 0.222 -0.256 -0.267
H 0.006 0.139 0.153
H -0.274 0.275 0.138



A 3-piece molecular cluster, C3H11NO3 overall. Source: the Open Molecules 2025 dataset; level of theory: ωB97M-V/def2-TZVPD.

- Maximum force: 1.4 eV/A
- SMILES string: CN(C)C=O.O.O
- HOMO-LUMO gap: 10.26 eV
- Electronic energy: -10922.1584 eV
- Total charge: 0
- HOMO: -9.500 eV
- Energy relative to the best compared isomer or geometry (same formula, charge and spin): 81.7 kJ/mol

Each line ends with the Mulliken charge.
CARTESIAN COORDINATES (ANGSTROEM)
C  1.342873  0.554174  -0.665268  -0.992
N  0.047222  0.220920  -1.237180  0.144
C  -0.834714  1.285720  -1.683443  -1.048
C  -0.360401  -1.063572  -1.209280  0.104
O  0.331560  -2.008894  -0.856368  -0.705
H  1.927885  -0.321711  -0.425877  0.338
H  1.190270  1.067324  0.298871  0.323
H  1.837559  1.297186  -1.291671  0.391
H  -0.506939  2.225278  -1.228718  0.352
H  -1.828484  1.130599  -1.268672  0.418
H  -0.729193  1.418983  -2.758711  0.304
H  -1.408016  -1.203252  -1.515798  0.352
O  -1.231931  0.434278  2.645703  -0.640
H  -0.465915  -0.159926  2.539214  0.354
H  -0.862790  1.166933  3.136602  0.322
O  0.637224  -1.647367  1.867877  -0.645
H  0.551608  -2.276683  2.589371  0.287
H  0.362185  -2.119998  1.063345  0.342

Force components x, y, z for each atom (eV/Å):
C -0.438 1.097 0.670
N 0.228 -0.740 0.310
C 0.688 0.344 0.666
C 0.060 0.268 0.064
O -0.168 -0.071 0.023
H 0.086 -0.194 -0.485
H -0.127 -0.132 -0.145
H 0.296 -0.387 -0.214
H 0.110 -0.143 0.018
H -0.235 -0.131 -0.636
H -0.624 -0.054 -0.091
H 0.003 0.077 -0.152
O 0.372 -0.226 -0.049
H -0.316 -0.140 -0.308
H -0.074 0.353 0.190
O -0.061 -0.035 0.235
H 0.023 -0.077 -0.011
H 0.178 0.190 -0.086



A 3-piece molecular cluster, C3H11NO3S overall. Source: the Open Molecules 2025 dataset; level of theory: ωB97M-V/def2-TZVPD.

- Maximum force: 1.9 eV/A
- HOMO-LUMO gap: 5.87 eV
- Electronic energy: -21756.6802 eV
- Total charge: -2
- HOMO: 0.048 eV
- Energy relative to the best compared isomer or geometry (same formula, charge and spin): 19.4 kJ/mol

Each line ends with the Mulliken charge.
CARTESIAN COORDINATES (ANGSTROEM)
C  0.498442  0.357669  0.298309  -0.417
O  -0.489893  1.005773  -0.486905  -0.523
C  1.550368  -0.360264  -0.579400  -0.054
C  2.665343  -0.896401  0.361487  -0.783
S  3.751494  0.292409  1.166489  -0.707
N  2.131064  0.562037  -1.561624  -0.756
H  0.024806  -0.397564  0.953393  0.305
H  0.968990  1.073529  0.981492  0.204
H  1.006082  -1.150782  -1.114937  0.245
H  2.044085  -1.583186  0.980394  0.283
H  3.332897  -1.560890  -0.216817  0.230
H  1.314331  0.982900  -2.001214  0.324
H  2.644202  1.295010  -1.083688  0.262
H  -1.398426  0.879723  -0.060370  0.402
H  -2.866464  0.624572  1.496618  0.152
O  -2.874317  0.516041  0.541498  -1.102
H  -3.990643  -0.336198  0.067661  0.444
H  -5.453291  -0.386929  0.391085  0.235
O  -4.859075  -0.917443  -0.133480  -0.744

Force components x, y, z for each atom (eV/Å):
C -0.541 -0.315 0.128
O 0.066 -0.038 -0.034
C 0.615 1.508 1.021
C -0.859 -1.398 -1.043
S 0.030 0.297 0.482
N -0.683 -0.386 -0.821
H -0.001 0.031 -0.195
H 0.322 -0.017 -0.224
H 0.371 -0.116 0.049
H 0.762 0.322 0.529
H -0.395 0.095 -0.055
H 0.224 0.296 -0.027
H 0.024 -0.133 0.300
H 0.139 -0.195 -0.150
H -0.014 -0.084 -0.012
O -0.015 0.197 -0.095
H 0.058 -0.391 0.070
H -0.558 0.088 0.165
O 0.455 0.240 -0.087



A 3-piece molecular cluster, C3H11NO3S overall. Source: the Open Molecules 2025 dataset; level of theory: ωB97M-V/def2-TZVPD.

- Maximum force: 1.1 eV/A
- SMILES string: N[C@H](C=O)CS.O.O
- HOMO-LUMO gap: 9.57 eV
- Electronic energy: -21756.4147 eV
- Total charge: 0
- HOMO: -9.030 eV
- Energy relative to the best compared isomer or geometry (same formula, charge and spin): 147.6 kJ/mol

Each line ends with the Mulliken charge.
CARTESIAN COORDINATES (ANGSTROEM)
N  -0.510669  -1.601421  -0.767165  -0.650
C  -0.894287  -0.354069  -0.088279  0.557
C  -1.321913  -0.701555  1.338784  -0.174
O  -2.025356  -0.012338  2.021434  -0.489
C  -2.037946  0.326395  -0.801716  -1.096
S  -1.537169  1.108186  -2.372896  -0.195
H  -1.021228  -1.713923  -1.625827  0.213
H  0.489931  -1.676753  -0.922969  0.238
H  -0.014328  0.298572  -0.038594  0.252
H  -0.946547  -1.690331  1.668095  0.365
H  -2.849639  -0.396310  -0.920761  0.432
H  -2.467245  1.111648  -0.184766  0.406
H  -1.704366  2.359104  -1.935355  0.132
O  3.187295  -0.538609  -1.744832  -0.633
H  3.068458  -0.938951  -0.880180  0.324
H  3.913986  -0.892406  -2.255638  0.313
O  2.179060  1.696826  2.812407  -0.631
H  2.713249  1.171284  3.428677  0.318
H  1.778716  2.444656  3.269584  0.318

Force components x, y, z for each atom (eV/Å):
N 0.083 0.158 0.498
C 0.397 -0.600 -0.083
C 0.159 -0.082 -0.270
O -0.074 0.098 0.160
C -0.202 0.451 0.184
S -0.181 -0.214 0.008
H 0.169 -0.116 -0.263
H -0.399 0.095 -0.246
H -0.221 0.198 0.165
H 0.008 0.039 0.152
H 0.096 -0.002 -0.402
H 0.134 -0.031 0.140
H 0.043 0.053 -0.071
O -0.846 0.740 -0.192
H 0.658 -0.297 -0.240
H 0.192 -0.459 0.478
O 0.152 -0.313 -0.213
H -0.419 0.585 -0.045
H 0.252 -0.303 0.239



A 3-piece molecular cluster, C3H11NO3S overall. Source: the Open Molecules 2025 dataset; level of theory: ωB97M-V/def2-TZVPD.

- Maximum force: 1.0 eV/A
- SMILES string: O=CNCCS.O.O
- HOMO-LUMO gap: 10.11 eV
- Electronic energy: -21757.1623 eV
- Total charge: 0
- HOMO: -9.787 eV
- Energy relative to the best compared isomer or geometry (same formula, charge and spin): 75.5 kJ/mol

Each line ends with the Mulliken charge.
CARTESIAN COORDINATES (ANGSTROEM)
O  1.460318  -2.834810  -0.623720  -0.546
C  0.431500  -2.269493  -0.338111  0.084
N  0.348626  -1.226585  0.527238  -0.012
C  -0.873298  -0.492610  0.771499  -0.643
C  -0.765098  0.976565  0.397019  -0.494
S  0.432689  1.861454  1.412192  -0.244
H  -0.527812  -2.595427  -0.763148  0.284
H  1.243903  -0.909971  0.873986  0.159
H  -1.151953  -0.612383  1.817718  0.314
H  -1.693835  -0.942513  0.215444  0.359
H  -1.733694  1.479636  0.427497  0.360
H  -0.424085  0.922808  -0.640722  0.219
H  0.031346  3.098261  1.098288  0.143
O  -2.089455  1.065102  -2.956322  -0.636
H  -3.029630  1.153014  -2.753124  0.322
H  -1.722213  0.511086  -2.251956  0.333
O  3.403900  0.145845  0.573420  -0.640
H  3.651062  -0.315921  1.383400  0.325
H  3.007720  0.985938  0.829410  0.311

Force components x, y, z for each atom (eV/Å):
O 0.053 -0.083 0.026
C 0.370 -0.130 -0.020
N -0.294 -0.220 -0.443
C 0.045 -0.027 0.998
C -0.093 -0.452 -0.935
S 0.078 0.065 0.289
H -0.294 0.150 0.006
H 0.010 0.222 0.009
H -0.063 0.157 0.221
H 0.107 -0.118 -0.270
H 0.104 -0.128 0.137
H 0.062 0.597 0.013
H 0.034 -0.008 -0.048
O -0.045 -0.121 0.272
H 0.204 -0.059 -0.025
H -0.203 0.169 -0.299
O -0.127 -0.225 -0.013
H 0.026 0.230 -0.064
H 0.024 -0.018 0.146



A 3-piece molecular cluster, C3H11NO4 overall. Source: the Open Molecules 2025 dataset; level of theory: ωB97M-V/def2-TZVPD.

- Maximum force: 1.9 eV/A
- SMILES string: NC(=O)CCO.O.O
- HOMO-LUMO gap: 10.22 eV
- Electronic energy: -12969.5305 eV
- Total charge: 0
- HOMO: -9.645 eV
- Energy relative to the best compared isomer or geometry (same formula, charge and spin): 147.6 kJ/mol

Each line ends with the Mulliken charge.
CARTESIAN COORDINATES (ANGSTROEM)
N  -0.785188  -0.583563  -1.390819  -0.311
C  0.400896  0.100442  -1.364771  0.358
O  1.050365  0.293058  -2.365920  -0.635
C  0.697166  0.672285  0.002612  -0.309
C  -0.186708  1.927307  0.203099  -0.493
O  -1.454972  1.515455  0.798572  -0.478
H  -1.005995  -1.169807  -2.155364  0.210
H  -1.426298  -0.677553  -0.613548  0.198
H  0.425932  -0.004266  0.810653  0.217
H  1.738035  0.964394  0.108945  0.319
H  0.173183  2.642065  0.941448  0.385
H  -0.358565  2.324385  -0.799517  0.299
H  -1.943791  2.330051  0.921184  0.266
O  2.753803  -2.040243  0.292503  -0.611
H  3.385976  -1.751372  -0.347460  0.310
H  2.669584  -2.992667  0.430873  0.301
O  -2.370113  -1.346250  1.245620  -0.656
H  -2.214412  -0.502047  1.697870  0.302
H  -1.548898  -1.701674  1.584020  0.328

Force components x, y, z for each atom (eV/Å):
N -0.001 0.043 0.605
C -1.224 -0.534 0.387
O 0.694 0.014 -0.095
C -0.394 1.117 0.604
C -0.676 -0.870 0.371
O 0.415 -0.184 -0.522
H 0.007 -0.158 -0.996
H 0.407 0.142 0.282
H 0.239 -0.263 -0.088
H 0.089 -0.169 -0.216
H 0.821 0.146 -0.538
H -0.048 0.614 0.258
H -0.327 0.042 0.062
O -1.305 0.195 1.307
H 0.614 -0.568 -0.661
H 0.637 0.406 -0.660
O 0.595 0.690 0.657
H -0.944 0.646 -0.512
H 0.403 -1.308 -0.245



A 3-piece molecular cluster, C3H11NO4 overall. Source: the Open Molecules 2025 dataset; level of theory: ωB97M-V/def2-TZVPD.

- Maximum force: 1.0 eV/A
- SMILES string: N[C@H](C=O)CO.O.O
- HOMO-LUMO gap: 8.95 eV
- Electronic energy: -12968.3223 eV
- Total charge: 0
- HOMO: -8.851 eV
- Energy relative to the best compared isomer or geometry (same formula, charge and spin): 264.1 kJ/mol

Each line ends with the Mulliken charge.
CARTESIAN COORDINATES (ANGSTROEM)
N  0.152041  1.089557  1.087184  -0.496
C  0.808992  1.642252  -0.058063  0.122
C  -0.175930  1.855718  -1.205017  0.006
O  -0.618673  2.931698  -1.513457  -0.487
C  2.009469  0.822917  -0.532111  -0.698
O  1.730411  -0.218228  -1.469008  -0.518
H  -0.313290  1.744315  1.692294  0.237
H  -0.228456  0.177445  0.908825  0.177
H  1.170941  2.632819  0.156294  0.339
H  -0.528843  0.946148  -1.706785  0.327
H  2.720415  1.484377  -1.030655  0.365
H  2.564070  0.393823  0.307541  0.327
H  1.145255  -0.864696  -1.046422  0.306
O  -2.430987  -0.952344  0.668454  -0.600
H  -3.309290  -1.304842  0.853622  0.290
H  -1.980410  -0.935891  1.520189  0.302
O  -0.498957  -3.811986  0.418853  -0.617
H  -1.043385  -3.614367  1.189149  0.301
H  -1.173372  -4.018714  -0.240889  0.317

Force components x, y, z for each atom (eV/Å):
N 0.826 -0.281 0.180
C 0.235 0.162 -0.925
C -0.217 0.077 0.153
O 0.131 0.066 0.005
C 0.654 -0.273 -0.098
O -0.484 0.027 0.233
H -0.450 -0.373 -0.234
H -0.572 0.183 0.342
H 0.181 0.427 0.443
H -0.123 -0.222 -0.093
H -0.176 -0.006 -0.204
H -0.246 0.157 0.289
H 0.269 0.060 -0.142
O 0.016 -0.132 0.089
H 0.081 0.096 -0.013
H -0.178 -0.001 0.005
O -0.425 -0.036 0.006
H 0.213 0.045 0.090
H 0.265 0.027 -0.126



Please write out number 7 again, unchanged.
A 3-piece molecular cluster, C3H11NO4 overall. Source: the Open Molecules 2025 dataset; level of theory: ωB97M-V/def2-TZVPD.

- Maximum force: 1.9 eV/A
- SMILES string: NC(=O)CCO.O.O
- HOMO-LUMO gap: 10.22 eV
- Electronic energy: -12969.5305 eV
- Total charge: 0
- HOMO: -9.645 eV
- Energy relative to the best compared isomer or geometry (same formula, charge and spin): 147.6 kJ/mol

Each line ends with the Mulliken charge.
CARTESIAN COORDINATES (ANGSTROEM)
N  -0.785188  -0.583563  -1.390819  -0.311
C  0.400896  0.100442  -1.364771  0.358
O  1.050365  0.293058  -2.365920  -0.635
C  0.697166  0.672285  0.002612  -0.309
C  -0.186708  1.927307  0.203099  -0.493
O  -1.454972  1.515455  0.798572  -0.478
H  -1.005995  -1.169807  -2.155364  0.210
H  -1.426298  -0.677553  -0.613548  0.198
H  0.425932  -0.004266  0.810653  0.217
H  1.738035  0.964394  0.108945  0.319
H  0.173183  2.642065  0.941448  0.385
H  -0.358565  2.324385  -0.799517  0.299
H  -1.943791  2.330051  0.921184  0.266
O  2.753803  -2.040243  0.292503  -0.611
H  3.385976  -1.751372  -0.347460  0.310
H  2.669584  -2.992667  0.430873  0.301
O  -2.370113  -1.346250  1.245620  -0.656
H  -2.214412  -0.502047  1.697870  0.302
H  -1.548898  -1.701674  1.584020  0.328

Force components x, y, z for each atom (eV/Å):
N -0.001 0.043 0.605
C -1.224 -0.534 0.387
O 0.694 0.014 -0.095
C -0.394 1.117 0.604
C -0.676 -0.870 0.371
O 0.415 -0.184 -0.522
H 0.007 -0.158 -0.996
H 0.407 0.142 0.282
H 0.239 -0.263 -0.088
H 0.089 -0.169 -0.216
H 0.821 0.146 -0.538
H -0.048 0.614 0.258
H -0.327 0.042 0.062
O -1.305 0.195 1.307
H 0.614 -0.568 -0.661
H 0.637 0.406 -0.660
O 0.595 0.690 0.657
H -0.944 0.646 -0.512
H 0.403 -1.308 -0.245



Number 5 is which compound?
C3H11NO3S



What is the energy relative to the best compared isomer or geometry (same formula, charge and spin) in the fifth record?
147.6 kJ/mol